Below is a 2-piece molecular cluster, C2HBrFO2 overall in a non-equilibrium geometry, with properties calculated with the ωB97M-V functional and the def2-TZVPD basis.

Computed properties:
- Strongest force on any atom: 0.079 Eh/bohr
- HOMO energy: -3.139 eV
- Charge: -1
- Relative energy (zero: lowest compared OMol25 entry of this formula, charge and spin): 24.4 kcal per mole
- Electronic energy: -78945.5595 eV

Structure (XYZ):
```
7
Properties=species:S:1:pos:R:3:nbo_charge:R:1
C -0.535 1.035 -0.904 0.975
C 0.227 -0.460 0.563 -0.151
O -0.926 0.274 -1.693 -0.608
O -0.324 2.117 -0.398 -0.659
F -0.555 -1.465 0.201 -0.397
Br 2.133 -1.183 0.565 -0.263
H -0.021 -0.317 1.666 0.102
```

Below is an isolated ion of composition C7H15N2 and charge +1 in a non-equilibrium geometry, with properties calculated with the ωB97M-V functional and the def2-TZVPD basis.

Computed properties:
- Strongest force on any atom: 0.075 Eh/bohr
- HOMO energy: -14.708 eV
- Charge: +1
- Relative energy (zero: lowest compared OMol25 entry of this formula, charge and spin): 88.7 kcal per mole
- SMILES string: C/C=N/[N+]1(C)[C@@H](C)[C@@H]1C
- Electronic energy: -10472.4491 eV

Structure (XYZ):
```
24
Properties=species:S:1:pos:R:3:nbo_charge:R:1
C -3.308 -0.047 -0.706 -0.681
C -1.893 0.298 -0.630 0.195
N -1.217 -0.085 0.420 -0.293
N 0.155 0.248 0.554 -0.096
C 0.283 1.360 1.447 -0.446
C 0.993 -0.056 -0.669 -0.030
C 2.177 0.912 -1.032 -0.622
C 1.069 -0.869 0.604 -0.029
C 0.913 -2.380 0.652 -0.664
H -3.310 -0.748 -1.538 0.255
H -4.006 0.731 -0.865 0.262
H -3.465 -0.455 0.332 0.254
H -1.399 0.810 -1.567 0.189
H 0.807 1.170 2.350 0.245
H 0.719 2.241 1.004 0.242
H -0.734 1.657 1.921 0.275
H 0.527 -0.424 -1.599 0.255
H 3.167 0.415 -0.975 0.246
H 2.198 1.596 -0.208 0.215
H 2.114 1.343 -1.963 0.238
H 1.924 -0.584 1.134 0.227
H 0.224 -2.932 -0.044 0.247
H 0.604 -2.905 1.604 0.259
H 1.837 -2.869 0.373 0.258
```

Below is one molecule with the formula C21H27ClN2O4, with properties calculated with the ωB97M-V functional and the def2-TZVPD basis.

Computed properties:
- Strongest force on any atom: 0.013 Eh/bohr
- HOMO energy: -8.213 eV
- Relative energy (zero: lowest compared OMol25 entry of this formula, charge and spin): 32.2 kcal per mole
- SMILES string: CCOc1cc(CNCCO)c(Cl)cc1OCC(=O)NCCc1ccccc1
- Electronic energy: -45907.8716 eV

Structure (XYZ):
```
55
Properties=species:S:1:pos:R:3:nbo_charge:R:1
C -1.550 3.275 -1.935 -0.630
C -0.932 1.902 -2.145 -0.065
O -1.601 1.010 -1.269 -0.532
C -1.211 -0.289 -1.199 0.318
C -0.278 -0.853 -2.059 -0.293
C 0.071 -2.197 -2.022 -0.062
C 1.068 -2.753 -3.006 -0.239
N 1.110 -1.966 -4.227 -0.648
C -0.075 -2.119 -5.059 -0.254
C -0.032 -1.058 -6.160 -0.061
O 0.106 0.229 -5.615 -0.722
C -0.528 -2.988 -1.053 -0.036
Cl -0.142 -4.671 -0.917 -0.004
C -1.432 -2.448 -0.155 -0.267
C -1.789 -1.107 -0.208 0.244
O -2.690 -0.729 0.752 -0.500
C -2.986 0.632 0.982 -0.155
C -1.791 1.485 1.414 0.666
O -1.808 2.695 1.345 -0.641
N -0.747 0.771 1.878 -0.618
C 0.457 1.381 2.386 -0.218
C 0.545 1.278 3.916 -0.444
C 1.798 1.944 4.409 0.077
C 2.952 1.207 4.637 -0.248
C 4.113 1.830 5.063 -0.203
C 4.133 3.199 5.261 -0.224
C 2.987 3.943 5.031 -0.190
C 1.828 3.319 4.606 -0.250
H -0.997 4.019 -2.501 0.212
H -1.526 3.527 -0.878 0.245
H -2.585 3.274 -2.266 0.209
H 0.139 1.924 -1.901 0.172
H -1.055 1.578 -3.187 0.186
H 0.191 -0.244 -2.812 0.237
H 2.065 -2.721 -2.552 0.214
H 0.824 -3.811 -3.200 0.191
H 1.933 -2.223 -4.765 0.366
H -0.164 -3.121 -5.508 0.175
H -0.948 -1.947 -4.425 0.206
H 0.803 -1.271 -6.845 0.148
H -0.961 -1.060 -6.733 0.186
H 0.818 0.169 -4.963 0.475
H -1.886 -3.065 0.604 0.238
H -3.710 0.620 1.805 0.212
H -3.455 1.106 0.115 0.220
H -0.849 -0.226 1.986 0.404
H 0.430 2.431 2.086 0.233
H 1.328 0.900 1.930 0.196
H 0.539 0.225 4.206 0.203
H -0.333 1.762 4.347 0.218
H 2.942 0.137 4.487 0.207
H 5.003 1.244 5.241 0.212
H 5.037 3.686 5.595 0.213
H 2.997 5.012 5.185 0.212
H 0.935 3.900 4.429 0.214
```

Below is C31H29BrCrN9O3 as an isolated structure in a non-equilibrium geometry, with properties calculated with the ωB97M-V functional and the def2-TZVPD basis.

Computed properties:
- 2S+1: 4
- Strongest force on any atom: 0.022 Eh/bohr
- HOMO energy (spin up / spin down): -8.361 / -8.401 eV
- Relative energy (zero: lowest compared OMol25 entry of this formula, charge and spin): 16.5 kcal per mole
- ⟨S²⟩: 3.80
- Electronic energy: -150635.5478 eV

Structure (XYZ):
```
74
Properties=species:S:1:pos:R:3:lowdin_spin:R:1
Cr -1.896 0.092 -0.649 2.945
C 4.979 0.427 -0.198 0.000
C 4.588 -0.502 0.923 0.001
C 5.531 -0.965 1.834 0.000
C 5.187 -1.820 2.872 0.001
C 3.877 -2.255 2.989 0.000
C 2.919 -1.823 2.081 0.001
C 3.262 -0.926 1.073 0.000
N 2.303 -0.463 0.128 0.005
C 0.981 -0.186 0.329 0.010
N 0.603 -0.045 1.615 0.005
C -0.717 -0.069 2.164 0.000
C -1.852 -0.076 1.366 -0.078
C -3.094 -0.192 2.005 0.005
C -3.190 -0.246 3.388 -0.003
C -2.035 -0.176 4.157 0.014
C -0.783 -0.093 3.564 -0.004
C 0.469 -0.028 4.409 -0.002
N 0.156 -0.018 -0.674 0.005
C 0.702 -0.110 -2.009 0.004
C 0.599 -1.300 -2.721 0.001
C 1.046 -1.373 -4.033 0.000
C 1.606 -0.253 -4.633 0.000
C 1.745 0.922 -3.905 0.000
C 1.309 1.014 -2.584 0.000
C 1.487 2.293 -1.804 0.000
H 6.045 0.651 -0.154 0.000
H 4.433 1.372 -0.141 0.000
H 4.778 -0.008 -1.184 0.000
H 6.561 -0.635 1.727 0.000
H 5.942 -2.156 3.573 0.000
H 3.596 -2.948 3.775 0.000
H 1.912 -2.224 2.128 0.000
H 2.601 -0.398 -0.831 0.000
H 1.351 -0.105 2.281 0.000
H -3.994 -0.225 1.400 -0.001
H -4.160 -0.338 3.866 -0.001
H -2.101 -0.194 5.241 0.001
H 0.208 0.035 5.465 0.000
H 1.081 0.850 4.173 0.000
H 1.101 -0.916 4.285 0.000
H 0.172 -2.164 -2.231 0.000
H 0.963 -2.308 -4.576 0.000
H 1.942 -0.294 -5.664 0.000
H 2.197 1.793 -4.369 0.000
H 1.810 3.103 -2.460 0.000
H 2.236 2.178 -1.018 0.000
H 0.563 2.595 -1.308 0.000
N -2.612 -0.806 -2.994 0.002
N -3.966 -0.497 -3.048 0.002
C -4.600 0.009 -1.903 0.007
O -5.813 0.100 -1.902 0.005
O -3.788 0.361 -0.939 0.036
H -2.159 -0.536 -3.854 0.001
H -2.455 -1.791 -2.839 0.000
H -4.571 -0.986 -3.681 0.000
Br -1.889 2.528 -3.228 0.007
C -1.983 3.126 -1.454 0.005
C -2.132 4.493 -1.296 -0.001
C -2.148 5.013 -0.021 0.004
C -2.006 4.145 1.039 -0.001
C -1.864 2.796 0.782 0.003
N -1.851 2.258 -0.450 -0.001
H -2.229 5.120 -2.170 0.000
H -2.265 6.079 0.138 0.000
H -2.009 4.491 2.065 0.000
H -1.772 2.097 1.596 0.000
O -1.985 -1.815 -0.577 -0.009
N -2.936 -2.582 -0.164 -0.004
C -2.596 -3.826 -0.168 0.018
C -1.268 -4.263 -0.565 0.003
N -0.215 -4.597 -0.881 0.007
C -3.581 -4.797 0.261 0.002
N -4.328 -5.607 0.587 0.008
```

Below is one molecule with the formula C2HNO2 in a non-equilibrium geometry, with properties calculated with the ωB97M-V functional and the def2-TZVPD basis.

Computed properties:
- Strongest force on any atom: 0.023 Eh/bohr
- HOMO energy: -12.130 eV
- Relative energy (zero: lowest compared OMol25 entry of this formula, charge and spin): 14.1 kcal per mole
- SMILES string: N#CC(=O)O
- Electronic energy: -7674.4980 eV

Structure (XYZ):
```
6
Properties=species:S:1:pos:R:3:nbo_charge:R:1
N -0.081 2.076 -0.526 -0.230
C 0.043 0.956 -0.266 0.123
C 0.119 -0.498 0.046 0.714
O 0.911 -1.214 -0.464 -0.474
O -0.797 -0.925 0.931 -0.634
H -1.316 -0.169 1.274 0.501
```

Below is a 7-piece molecular cluster, C67H144F3N6O3S overall in a non-equilibrium geometry, with properties calculated with the ωB97M-V functional and the def2-TZVPD basis.

Computed properties:
- 2S+1: 2
- Strongest force on any atom: 0.100 Eh/bohr
- HOMO energy (spin up / spin down): -8.075 / -16.258 eV
- Charge: +4
- ⟨S²⟩: 0.75
- Electronic energy: -105844.5163 eV

Structure (XYZ):
```
224
Properties=species:S:1:pos:R:3:lowdin_spin:R:1
C 1.544 -2.135 3.764 0.002
C 1.370 -3.476 3.054 0.004
C 0.123 -4.182 3.601 0.001
C -0.520 -5.211 2.643 0.007
N -1.662 -6.000 3.391 0.001
C -2.015 -7.086 2.291 0.003
C -1.845 -8.423 2.924 0.001
C -1.888 -8.177 4.352 0.000
C -1.109 -6.824 4.487 0.000
C -2.779 -5.025 3.856 0.000
C -3.397 -3.961 2.710 0.000
C -4.658 -3.240 3.292 0.000
H 1.557 -2.049 4.850 0.000
H 0.697 -1.557 3.395 0.000
H 2.459 -1.605 3.500 0.001
H 2.281 -4.069 2.978 0.002
H 1.278 -3.394 1.971 0.003
H -0.597 -3.448 3.963 0.000
H 0.488 -4.716 4.478 0.000
H 0.288 -5.938 2.554 0.004
H -0.954 -4.803 1.731 0.004
H -3.067 -6.913 2.062 0.000
H -1.369 -7.095 1.414 0.006
H -2.604 -9.118 2.566 0.000
H -0.955 -8.901 2.514 0.001
H -2.877 -8.024 4.782 0.000
H -1.399 -9.073 4.735 0.000
H -1.277 -6.213 5.374 0.000
H -0.040 -6.992 4.355 0.000
H -2.341 -4.432 4.658 0.000
H -3.489 -5.681 4.360 0.000
H -3.538 -4.634 1.864 0.000
H -2.493 -3.365 2.584 0.000
H -5.187 -2.633 2.557 0.000
H -4.352 -2.594 4.115 0.000
H -5.361 -4.008 3.617 0.000
C 0.091 4.108 1.795 0.002
C 0.562 5.332 0.982 0.001
C 1.649 6.272 1.607 0.001
C 1.167 7.059 2.764 0.000
N 2.157 7.319 3.916 0.000
C 2.687 5.974 4.581 0.001
C 2.985 6.375 5.991 0.000
C 1.701 7.087 6.398 0.000
C 1.384 7.908 5.157 0.000
C 3.389 8.097 3.473 0.000
C 3.061 9.454 2.732 0.000
C 4.261 10.163 2.274 0.000
H 0.819 3.330 2.024 0.001
H -0.759 3.736 1.222 0.000
H -0.233 4.412 2.790 0.000
H -0.391 5.826 0.792 0.000
H 0.908 4.999 0.003 0.001
H 1.969 7.077 0.945 0.000
H 2.583 5.799 1.911 0.000
H 0.413 6.467 3.283 0.000
H 0.728 8.023 2.510 0.000
H 3.489 5.474 4.036 0.001
H 1.915 5.205 4.552 0.000
H 3.862 7.017 6.062 0.000
H 3.205 5.503 6.607 0.000
H 1.698 7.698 7.301 0.000
H 0.856 6.411 6.527 0.000
H 1.631 8.969 5.192 0.000
H 0.339 7.703 4.923 0.000
H 4.054 7.456 2.894 0.000
H 3.993 8.317 4.353 0.000
H 2.329 9.979 3.345 0.000
H 2.555 9.326 1.776 0.000
H 4.971 9.615 1.655 0.000
H 4.853 10.475 3.135 0.000
H 3.958 11.106 1.818 0.000
C 4.781 -6.533 -4.115 0.018
C 6.013 -5.745 -3.544 0.002
C 5.492 -4.694 -2.531 0.004
C 4.896 -3.385 -3.070 0.021
N 4.151 -2.558 -1.944 0.002
C 3.721 -1.217 -2.544 0.014
C 2.457 -1.531 -3.397 0.042
C 1.754 -2.673 -2.732 0.067
C 2.753 -3.272 -1.704 0.024
C 4.916 -2.327 -0.640 0.002
C 6.213 -1.479 -0.874 0.002
C 7.073 -1.284 0.361 0.001
H 5.134 -7.237 -4.868 0.001
H 3.964 -5.908 -4.477 0.023
H 4.348 -7.120 -3.304 0.002
H 6.517 -5.233 -4.363 0.001
H 6.702 -6.453 -3.083 0.000
H 6.341 -4.353 -1.939 0.000
H 4.802 -5.157 -1.826 0.002
H 4.269 -3.583 -3.940 0.023
H 5.770 -2.774 -3.297 0.002
H 3.533 -0.490 -1.755 0.001
H 4.546 -0.871 -3.166 0.009
H 1.855 -0.630 -3.514 0.003
H 2.653 -2.063 -4.328 0.043
H 0.807 -2.336 -2.311 0.005
H 1.430 -3.534 -3.317 0.077
H 2.577 -3.205 -0.630 0.003
H 2.733 -4.359 -1.621 0.019
H 5.020 -3.289 -0.137 0.001
H 4.253 -1.795 0.042 0.001
H 5.990 -0.418 -0.988 0.001
H 6.761 -1.856 -1.738 0.000
H 7.832 -0.556 0.075 0.000
H 7.518 -2.213 0.719 0.000
H 6.348 -0.872 1.062 0.001
C 0.877 2.071 -4.614 0.006
C -0.146 1.106 -5.075 0.012
C -0.003 0.896 -6.652 0.010
C 0.980 -0.245 -6.986 0.043
N 0.791 -0.893 -8.410 0.000
C -0.562 -1.599 -8.579 0.025
C -0.354 -3.064 -9.093 0.021
C 1.115 -3.167 -9.513 0.009
C 1.759 -2.130 -8.579 0.044
C 1.076 0.168 -9.503 0.003
C 1.263 -0.387 -10.895 0.001
C 1.470 0.721 -11.978 0.000
H 0.741 2.077 -3.532 0.001
H 0.817 3.068 -5.049 0.000
H 1.861 1.676 -4.869 0.002
H -1.152 1.483 -4.891 0.001
H -0.022 0.185 -4.505 0.012
H 0.135 1.809 -7.232 0.000
H -0.999 0.576 -6.957 0.005
H 0.924 -1.168 -6.409 0.047
H 1.960 0.230 -6.936 0.007
H -1.164 -1.029 -9.288 0.001
H -1.015 -1.635 -7.588 0.030
H -1.126 -3.330 -9.815 0.001
H -0.682 -3.779 -8.339 0.026
H 1.112 -3.042 -10.596 0.001
H 1.547 -4.155 -9.351 0.007
H 2.751 -1.765 -8.845 0.008
H 1.786 -2.526 -7.564 0.055
H 2.041 0.540 -9.161 0.002
H 0.233 0.835 -9.322 0.000
H 0.333 -0.785 -11.301 0.000
H 2.005 -1.181 -10.984 0.001
H 0.461 1.071 -12.194 0.000
H 1.998 0.279 -12.823 0.000
H 1.913 1.656 -11.634 0.000
C -3.353 -3.769 -1.413 0.008
C -3.132 -3.115 -2.869 0.029
C -4.065 -1.938 -3.128 0.007
C -3.464 -0.610 -2.459 0.004
N -4.371 0.671 -2.503 0.000
C -3.598 1.981 -2.173 0.001
C -3.910 2.959 -3.195 0.001
C -4.843 2.351 -4.211 0.001
C -4.851 0.887 -3.978 0.004
C -5.615 0.663 -1.537 0.000
C -5.284 0.133 -0.164 0.000
C -6.435 0.155 0.873 0.000
H -4.291 -4.324 -1.393 0.000
H -3.235 -3.046 -0.606 0.000
H -2.509 -4.426 -1.206 0.011
H -3.185 -3.728 -3.768 0.016
H -2.129 -2.700 -2.970 0.018
H -5.044 -2.109 -2.681 0.000
H -4.269 -1.899 -4.197 0.008
H -2.594 -0.411 -3.084 0.005
H -3.065 -0.819 -1.467 0.000
H -3.816 2.341 -1.167 0.000
H -2.526 1.807 -2.270 0.000
H -4.257 3.916 -2.805 0.000
H -2.989 3.134 -3.750 0.000
H -5.844 2.710 -3.975 0.000
H -4.558 2.630 -5.226 0.001
H -5.802 0.435 -4.259 0.000
H -4.025 0.612 -4.634 0.005
H -6.271 0.013 -2.116 0.000
H -5.883 1.719 -1.564 0.000
H -4.399 0.616 0.249 0.000
H -5.075 -0.921 -0.346 0.000
H -7.454 0.031 0.507 0.000
H -6.545 1.096 1.413 0.000
H -6.149 -0.637 1.565 0.000
C 2.550 1.647 7.250 0.000
C 1.576 2.503 6.412 0.001
C 0.136 1.916 6.615 0.000
C -0.756 2.170 5.325 0.000
N -2.136 1.395 5.321 0.000
C -1.777 -0.065 4.930 0.000
C -2.566 -0.348 3.643 0.000
C -2.865 1.054 3.063 0.000
C -3.072 1.965 4.223 0.001
C -2.851 1.451 6.695 0.000
C -3.437 2.843 6.982 0.000
C -4.487 3.031 8.139 0.000
H 3.449 2.249 7.384 0.000
H 2.895 0.865 6.575 0.000
H 2.105 1.223 8.151 0.000
H 1.854 2.635 5.366 0.001
H 1.519 3.526 6.784 0.000
H -0.228 2.523 7.445 0.000
H 0.074 0.873 6.922 0.000
H -0.317 1.892 4.367 0.000
H -0.946 3.232 5.171 0.000
H -2.329 -0.715 5.610 0.000
H -0.729 -0.338 5.050 0.000
H -3.543 -0.750 3.908 0.000
H -1.984 -1.024 3.017 0.000
H -3.709 1.093 2.374 0.000
H -1.945 1.265 2.519 0.000
H -4.086 1.826 4.597 0.000
H -2.877 3.034 4.133 0.000
H -2.227 1.124 7.527 0.000
H -3.752 0.852 6.565 0.000
H -3.923 3.225 6.084 0.000
H -2.649 3.561 7.211 0.000
H -5.067 3.953 8.174 0.000
H -3.968 2.792 9.067 0.000
H -5.186 2.198 8.072 0.000
C 0.903 0.346 0.674 0.002
F 0.630 0.673 1.952 0.002
F 1.444 1.310 0.063 0.004
F 1.621 -0.829 0.564 0.001
S -0.794 -0.014 -0.240 0.005
O -1.342 -1.265 0.368 0.003
O -1.681 1.175 -0.032 0.001
O -0.489 -0.120 -1.675 0.005
```